DFT (the ωB97M-V functional and the def2-TZVPD basis) results for an isolated molecule of C4H5NO2.

Positions of all 12 atoms, in Å:
C 0.452 0.812 1.801
C -0.026 0.223 0.501
N -1.200 -0.058 0.095
C -0.952 -0.574 -1.300
C 0.610 -0.695 -1.429
O 1.272 -1.354 -2.126
O 1.040 -0.031 -0.340
H -0.076 0.386 2.677
H 0.039 1.905 1.721
H 1.519 0.753 1.836
H -1.215 0.203 -1.884
H -1.464 -1.570 -1.553

As for the SMILES: CC1=NCC(=O)O1. Its net charge is 0. The frontier orbital gap is 11.2 eV. Its lowest unoccupied orbital energy is 0.79 eV.

---

DFT (the ωB97M-V functional and the def2-TZVPD basis) results for a structure of composition C3H4NdO4.

Positions of all 12 atoms, in Å:
C -1.372 0.288 -0.011
C -0.367 0.031 -0.867
O 0.635 0.957 -1.076
C 1.928 0.654 -0.678
O 2.788 1.434 -1.067
O 2.085 -0.406 -0.009
O -2.411 -0.561 0.122
Nd 1.095 -2.046 1.227
H -1.315 1.139 0.673
H -0.416 -0.800 -1.577
H -2.957 -0.317 0.875
H 0.308 -0.374 2.390

Its net charge is 0. As for the expectation value of S²: 6.005. The frontier orbital gap (alpha / beta) is 5.8 / 6.8 eV. Its lowest unoccupied orbital energy (alpha / beta) is -1.12 / -1.16 eV. As for the spin multiplicity: 5.

---

DFT (the ωB97M-V functional and the def2-TZVPD basis) results for the ion C5H9N4 with charge +1.

Positions of all 18 atoms, in Å:
H 0.781 0.363 2.876
N 0.547 -0.736 2.704
N 0.945 -1.374 1.769
C 1.423 -1.131 0.556
C 2.870 -1.331 0.063
N 0.606 -0.692 -0.351
C -0.722 -0.463 -0.374
C -1.258 0.763 -0.589
C -1.529 2.122 -0.960
N -2.594 1.107 -1.077
H 3.464 -0.553 0.539
H 2.672 -1.411 -1.046
H 3.134 -2.255 0.499
H -1.265 -1.476 -0.194
H -1.511 2.708 -0.160
H -1.253 2.388 -1.948
H -3.320 1.182 -0.361
H -2.988 0.788 -1.945

As for the SMILES: [H]\N=N/C(C)=N\C=C1/C[NH2+]1. Its net charge is +1. The frontier orbital gap is 9.0 eV. Its lowest unoccupied orbital energy is -3.29 eV.

---

DFT (the ωB97M-V functional and the def2-TZVPD basis) results for a cluster of 2 separate species, C14H20BClIN3O7 in total.

Positions of all 47 atoms, in Å:
C -3.398 1.009 2.637
C -1.866 0.763 2.708
C -1.378 -0.628 2.199
I -2.910 -2.165 2.212
C -0.607 -0.608 0.869
C 0.353 -1.869 0.808
B 1.791 -1.487 1.437
O 2.712 -0.741 0.741
O 2.150 -1.852 2.710
N 0.612 -2.431 -0.489
C -0.439 -2.322 -1.437
C -0.772 -0.799 -1.618
O 0.428 -0.132 -1.758
C 0.389 0.932 -2.672
O 0.118 0.780 -3.839
C 0.691 2.267 -2.059
C 1.468 2.287 -0.916
C 1.773 3.449 -0.249
C 1.259 4.631 -0.757
C 0.505 4.607 -1.906
C 0.197 3.447 -2.571
N -1.477 -0.440 -0.324
Cl -2.128 1.185 -0.520
H -3.569 2.092 2.695
H -3.872 0.545 3.504
H -3.847 0.681 1.698
H -1.585 0.913 3.754
H -1.407 1.571 2.127
H -0.657 -0.971 2.945
H 0.038 0.279 0.917
H -0.066 -2.624 1.499
H 3.034 0.000 1.263
H 1.382 -2.107 3.232
H 1.526 -2.218 -0.870
H -0.108 -2.753 -2.385
H -1.357 -2.836 -1.104
H -1.456 -0.677 -2.463
H 1.852 1.347 -0.525
H 2.369 3.380 0.654
H 1.483 5.544 -0.214
H 0.132 5.562 -2.265
H -0.416 3.462 -3.466
H -2.302 -1.058 -0.304
N 2.341 -5.011 -1.474
O 3.143 -5.925 -1.690
O 1.135 -5.262 -1.255
O 2.735 -3.813 -1.483

Its net charge is 0. The frontier orbital gap is 4.7 eV. Its lowest unoccupied orbital energy is -1.98 eV.

---

DFT (the ωB97M-V functional and the def2-TZVPD basis) results for a structure of composition C5H11N.

Positions of all 17 atoms, in Å:
C -0.301 -1.575 -1.975
C -0.284 -0.211 -1.273
C -0.394 -0.445 0.245
N 0.685 1.464 0.565
C -0.371 0.681 1.308
C 1.224 1.860 1.645
H 0.523 -2.205 -1.614
H -0.182 -1.474 -3.059
H -1.235 -2.118 -1.787
H 0.649 0.304 -1.531
H -1.098 0.422 -1.645
H 0.473 -1.066 0.511
H -1.307 -0.982 0.471
H -1.256 1.234 1.672
H -0.023 0.094 2.195
H 0.683 2.507 2.345
H 2.213 1.509 1.926

Its net charge is 0. The frontier orbital gap is 9.1 eV. Its lowest unoccupied orbital energy is 0.78 eV.

---

DFT (the ωB97M-V functional and the def2-TZVPD basis) results for a structure of composition C40H48ClCsN6O5S.

Positions of all 102 atoms, in Å:
Cs 2.688 -0.287 -0.097
N 5.324 0.051 -4.416
C 4.082 -0.663 -4.103
C 4.089 -1.337 -2.708
O 4.971 -0.887 -1.911
N 3.206 -2.234 -2.352
C 2.132 -2.597 -3.247
C 0.804 -1.892 -2.924
O 0.105 -1.516 -3.919
O 0.478 -1.706 -1.731
H 6.036 -0.652 -4.590
H 5.618 0.450 -3.525
H 3.880 -1.379 -4.901
H 3.251 0.052 -4.125
H 1.928 -3.671 -3.137
H 2.318 -2.427 -4.313
N 4.985 -0.747 2.408
C 5.571 0.064 3.368
C 6.955 0.033 3.552
C 7.562 0.760 4.564
C 6.789 1.525 5.425
C 5.411 1.563 5.234
C 4.775 0.862 4.216
C 3.296 1.012 4.018
C 2.469 0.775 5.123
C 1.103 1.009 5.038
C 0.586 1.498 3.843
C 1.432 1.706 2.755
C 2.820 1.455 2.761
H 5.515 -0.882 1.560
H 4.018 -0.508 2.238
H 7.553 -0.586 2.891
H 8.640 0.723 4.679
H 7.249 2.100 6.220
H 4.796 2.186 5.875
H 2.897 0.400 6.051
H 0.455 0.825 5.890
H -0.478 1.716 3.768
H 0.968 2.082 1.839
C -2.184 -4.131 6.891
C -1.634 -3.783 5.532
C -0.739 -2.729 5.376
C -0.196 -2.425 4.137
C -0.564 -3.183 3.037
C -1.449 -4.242 3.167
C -1.986 -4.533 4.413
S 0.171 -2.781 1.445
C -1.149 -1.699 0.882
O 1.316 -1.894 1.792
H -2.215 -3.254 7.538
H -1.560 -4.881 7.383
H -3.193 -4.538 6.817
H -0.456 -2.132 6.236
H 0.512 -1.611 4.011
H -1.716 -4.837 2.301
H -2.681 -5.359 4.519
H -1.204 -0.860 1.578
H -2.084 -2.260 0.866
H -0.873 -1.392 -0.129
C -2.704 -0.238 -6.210
C -3.459 0.457 -5.066
C -4.114 1.737 -5.593
C -4.564 -0.511 -4.628
C -2.461 0.747 -3.881
O -2.185 -0.453 -3.212
C -2.983 1.730 -2.816
C -4.114 1.219 -1.918
C -4.098 1.900 -0.574
C -5.135 2.725 -0.159
C -5.107 3.355 1.080
C -4.020 3.154 1.909
Cl -3.978 3.942 3.468
C -2.964 2.343 1.524
C -3.014 1.722 0.287
C -1.156 1.333 -4.488
N -0.309 2.011 -3.528
C 0.512 1.484 -2.609
N 0.985 2.432 -1.821
C 0.404 3.549 -2.320
N -0.397 3.349 -3.346
H -3.420 -0.619 -6.943
H -2.121 -1.079 -5.829
H -2.027 0.437 -6.737
H -4.703 1.509 -6.486
H -3.381 2.499 -5.865
H -4.789 2.172 -4.853
H -5.184 -0.759 -5.495
H -5.217 -0.088 -3.868
H -4.128 -1.426 -4.232
H -1.278 -0.832 -3.450
H -3.230 2.703 -3.248
H -2.133 1.909 -2.158
H -3.967 0.146 -1.777
H -5.094 1.365 -2.377
H -5.985 2.881 -0.814
H -5.918 3.997 1.397
H -2.113 2.205 2.179
H -2.187 1.092 -0.021
H -1.376 2.070 -5.256
H -0.575 0.519 -4.915
H 0.717 0.426 -2.543
H 0.574 4.535 -1.917

Its net charge is -2. The frontier orbital gap is 5.1 eV. Its lowest unoccupied orbital energy is 3.66 eV.

---

For each record above, in turn, the calculated relative energy (zero: lowest compared OMol25 entry of this formula, charge and spin) values are 76.9 0.0 649.4 0.0 371.0 44.1 kJ/mol.